Version 1
8
Properties=species:S:1:pos:R:3:nbo_charge:R:1 method="wB97M-V/def2-TZVPD" spin_multiplicity=1
C 0.625 0.174 -1.254 0.69
C 0.230 0.180 -0.010 -0.73
O 0.986 -2.698 -1.235 -0.82
O 1.052 0.193 -2.376 -0.51
O -1.066 -1.711 -2.230 -0.84
S 0.270 -2.252 -2.468 1.63
H 1.026 0.139 0.768 0.28
H -0.934 0.226 0.186 0.30

=====

Version 2
8
Properties=species:S:1:pos:R:3:nbo_charge:R:1 method="wB97M-V/def2-TZVPD" spin_multiplicity=1
C -0.456 -0.734 -0.880 0.28
C -0.801 0.478 0.164 -0.72
O 1.073 0.528 1.957 -0.91
O 0.720 -0.679 -1.349 -0.21
O 1.465 0.441 -0.532 -0.47
S 0.681 1.187 0.722 1.54
H -1.164 -1.583 -1.039 0.24
H -1.518 0.362 0.957 0.23

=====

The calculated energies rank the structures as follows, beginning with the most stable: version 1, version 2.

=====

Version 1
17
Properties=species:S:1:pos:R:3:nbo_charge:R:1 method="wB97M-V/def2-TZVPD" total_charge=+2 spin_multiplicity=1
C -9.295 1.421 0.132 0.47
C 18.030 0.597 0.044 0.80
N -9.302 0.146 -0.118 -0.29
N 17.525 -0.620 0.422 -0.77
N -10.283 -0.696 0.240 -0.63
N 18.467 1.725 -0.180 -0.45
O -8.233 2.205 -0.050 -0.58
H -10.199 1.927 0.566 0.22
H 18.273 -1.294 0.339 0.46
H 18.379 2.529 -0.677 0.47
H -10.862 -4.121 -1.132 0.07
H -8.401 -0.288 -0.635 0.46
H 16.596 -0.888 0.644 0.48
H -10.741 -0.541 1.065 0.40
H -10.386 -1.669 -0.110 0.44
H -11.112 -3.484 -0.740 -0.07
H -8.456 3.051 0.190 0.52

=====

Version 2
17
Properties=species:S:1:pos:R:3:nbo_charge:R:1 method="wB97M-V/def2-TZVPD" total_charge=+2 spin_multiplicity=1
C 0.146 -0.396 -0.296 0.56
C -1.742 1.207 0.863 -0.51
N 0.217 -1.493 -1.013 -0.72
N 1.156 0.205 0.307 -0.42
N -1.516 0.590 -0.394 0.12
N 2.642 -0.114 -0.045 -0.55
O -2.399 -0.397 -0.693 -0.52
H -2.175 2.181 0.670 0.28
H -0.938 1.138 1.437 0.21
H -2.425 0.692 1.619 0.25
H 0.996 -2.114 -1.168 0.44
H -0.716 -1.820 -1.249 0.47
H 1.210 1.006 0.937 0.47
H 2.772 -0.902 -0.708 0.47
H 2.912 0.536 -0.741 0.45
H 3.154 0.023 0.822 0.49
H -3.294 -0.343 -0.348 0.53

=====

The calculated energies rank the structures as follows, beginning with the most stable: version 1, version 2.

=====

Version 1
28
Properties=species:S:1:pos:R:3:nbo_charge:R:1 method="wB97M-V/def2-TZVPD" total_charge=-1 spin_multiplicity=1
N -0.103 -0.314 0.222 0.74
O -0.085 0.108 1.366 -0.49
O 0.988 -0.539 -0.376 -0.58
O -1.149 -0.447 -0.450 -0.58
O 2.211 -1.354 1.987 -1.02
H 2.425 -2.233 1.488 0.48
H 1.550 -0.702 1.599 0.50
O 1.198 2.917 0.996 -0.93
H 2.221 3.026 1.349 0.46
H 1.292 1.963 0.796 0.47
O 0.093 1.534 3.861 -0.92
H 0.362 1.323 3.013 0.47
H -0.530 0.929 3.926 0.45
O 3.614 -0.385 -1.348 -0.96
H 3.730 -1.044 -1.940 0.46
H 2.875 -0.551 -0.763 0.50
O -3.429 -0.276 -1.907 -0.98
H -2.545 -0.232 -1.460 0.50
H -3.298 -0.334 -2.847 0.47
O -0.860 -3.262 -1.195 -0.97
H -1.755 -3.515 -1.779 0.46
H -1.106 -2.329 -0.841 0.49
O -3.279 1.209 1.422 -0.95
H -2.657 0.611 0.808 0.49
H -3.871 1.510 0.814 0.45
O 0.497 0.658 -3.255 -0.96
H 0.856 0.195 -2.427 0.49
H 0.764 1.533 -3.047 0.46

=====

Version 2
28
Properties=species:S:1:pos:R:3:nbo_charge:R:1 method="wB97M-V/def2-TZVPD" total_charge=-1 spin_multiplicity=1
N 0.003 -0.076 -0.641 0.73
O 0.167 1.123 -1.129 -0.59
O 0.791 -0.635 0.101 -0.55
O -0.985 -0.781 -1.020 -0.52
O -0.284 3.069 1.212 -0.98
H 0.096 3.863 1.845 0.48
H 0.300 3.090 0.292 0.51
O -0.861 -2.696 1.134 -0.98
H -0.302 -1.939 0.855 0.49
H -1.665 -2.488 1.479 0.47
O 3.035 -0.722 1.870 -0.98
H 2.890 0.065 2.427 0.49
H 2.368 -1.094 1.393 0.49
O -3.344 -2.257 -0.911 -0.95
H -3.612 -2.361 -1.942 0.45
H -2.473 -1.965 -0.956 0.49
O 2.339 2.040 0.458 -0.93
H 2.523 2.788 -0.309 0.44
H 1.748 1.565 -0.048 0.48
O 1.968 -2.589 -1.717 -0.94
H 3.030 -2.323 -1.461 0.44
H 1.657 -2.112 -0.837 0.48
O -1.712 1.622 -3.163 -0.96
H -1.348 1.645 -2.286 0.49
H -2.430 0.905 -2.982 0.46
O -1.695 0.655 2.070 -0.96
H -1.029 0.314 2.701 0.46
H -1.171 1.295 1.573 0.49

=====

Version 3
28
Properties=species:S:1:pos:R:3:nbo_charge:R:1 method="wB97M-V/def2-TZVPD" total_charge=-1 spin_multiplicity=1
N -0.212 -0.161 0.287 0.74
O 0.922 0.196 -0.006 -0.55
O -1.141 -0.277 -0.494 -0.50
O -0.185 -0.832 1.315 -0.62
O -1.068 2.677 -1.820 -0.95
H -0.477 2.054 -2.088 0.48
H -1.722 2.951 -2.627 0.44
O 0.316 0.800 -2.831 -0.96
H 0.295 0.070 -2.244 0.50
H 1.305 0.989 -3.105 0.49
O -0.603 -3.484 0.296 -0.98
H -0.264 -2.668 0.870 0.49
H -0.303 -3.182 -0.656 0.46
O -2.802 -0.609 2.322 -0.97
H -1.978 -0.842 2.033 0.49
H -2.899 -0.474 3.354 0.46
O 2.803 -1.573 1.100 -0.97
H 2.214 -0.820 1.041 0.50
H 2.516 -2.195 1.612 0.45
O -3.161 0.333 -2.474 -1.01
H -2.886 1.125 -2.870 0.48
H -2.823 -0.123 -1.730 0.52
O 0.384 0.200 4.057 -0.96
H 0.095 -0.401 3.366 0.49
H 1.441 0.256 3.829 0.46
O 3.596 2.150 -1.183 -0.97
H 3.933 1.422 -0.631 0.48
H 2.705 2.429 -0.736 0.49

=====

The calculated energies rank the structures as follows, beginning with the most stable: version 1, version 2, version 3.

=====

Version 1
33
Properties=species:S:1:pos:R:3:nbo_charge:R:1 method="wB97M-V/def2-TZVPD" total_charge=-1 spin_multiplicity=1
K 1.428 0.755 -1.155 0.96
Cl 6.425 -1.787 -0.207 -0.06
C 5.832 -0.107 -0.294 -0.29
Cl 6.064 0.705 1.277 -0.06
C 4.333 -0.038 -0.718 0.73
O 3.523 -0.727 -0.082 -0.75
O 4.138 0.746 -1.671 -0.77
H 6.457 0.413 -1.008 0.22
C -2.339 -0.550 -3.336 -0.63
C -2.265 0.356 -2.096 0.13
C -2.786 1.759 -2.454 -0.63
O -1.013 0.403 -1.576 -1.02
H -3.350 -0.629 -3.751 0.17
H -1.987 -1.551 -3.080 0.20
H -1.675 -0.149 -4.109 0.19
H -3.014 -0.063 -1.369 0.07
H -2.135 2.196 -3.218 0.19
H -2.741 2.397 -1.569 0.20
H -3.815 1.756 -2.833 0.17
O 0.384 1.615 1.202 -1.02
S -0.962 1.007 1.458 1.26
C -0.830 -0.758 1.040 -0.62
C -1.166 -1.581 2.271 -0.41
C -0.551 -0.819 3.440 -0.41
C -1.011 0.623 3.256 -0.61
H 0.226 -0.861 0.775 0.23
H -1.390 -0.898 0.117 0.29
H -0.776 -2.596 2.178 0.22
H -2.251 -1.658 2.400 0.19
H 0.538 -0.867 3.377 0.22
H -0.851 -1.219 4.411 0.20
H -0.391 1.371 3.746 0.24
H -2.048 0.755 3.578 0.21

=====

Version 2
33
Properties=species:S:1:pos:R:3:nbo_charge:R:1 method="wB97M-V/def2-TZVPD" total_charge=-1 spin_multiplicity=1
K -0.130 0.300 0.639 0.96
Cl -4.827 1.358 2.047 -0.06
C -4.450 -0.172 1.203 -0.29
Cl -5.127 -1.552 2.108 -0.06
C -2.909 -0.294 0.990 0.72
O -2.215 -0.587 1.974 -0.75
O -2.568 -0.033 -0.185 -0.77
H -4.963 -0.136 0.251 0.22
C 2.504 2.564 -1.301 -0.63
C 2.952 1.902 0.021 0.14
C 3.869 0.700 -0.286 -0.64
O 1.899 1.547 0.798 -1.01
H 3.338 2.855 -1.953 0.17
H 1.916 3.455 -1.068 0.20
H 1.848 1.881 -1.854 0.17
H 3.614 2.664 0.508 0.08
H 3.267 -0.102 -0.727 0.18
H 4.284 0.314 0.648 0.20
H 4.700 0.946 -0.961 0.17
O 0.897 -1.834 -1.003 -0.99
S 0.813 -2.268 -2.425 1.24
C 1.898 -1.124 -3.360 -0.62
C 3.161 -1.866 -3.789 -0.41
C 3.383 -2.950 -2.740 -0.42
C 2.024 -3.617 -2.594 -0.61
H 2.121 -0.362 -2.611 0.27
H 1.341 -0.663 -4.174 0.23
H 4.002 -1.177 -3.868 0.23
H 3.019 -2.331 -4.769 0.19
H 3.674 -2.499 -1.789 0.23
H 4.157 -3.662 -3.032 0.21
H 1.896 -4.232 -1.704 0.25
H 1.760 -4.200 -3.480 0.21

=====

The calculated energies rank the structures as follows, beginning with the most stable: version 1, version 2.

=====

Version 1
23
Properties=species:S:1:pos:R:3:nbo_charge:R:1 method="wB97M-V/def2-TZVPD" spin_multiplicity=1 smiles=COC[C@H](C)N.O.O
C -13.429 -29.826 8.132 -0.25
O -12.062 -29.495 8.331 -0.56
C -11.591 -28.593 7.352 -0.06
C -10.159 -28.217 7.658 -0.07
C -10.049 -27.493 8.986 -0.63
N -9.690 -27.407 6.530 -0.83
H -13.554 -30.495 7.279 0.18
H -14.020 -28.914 7.973 0.17
H -13.807 -30.287 9.042 0.20
H -11.584 -29.054 6.353 0.18
H -12.193 -27.673 7.299 0.15
H -9.555 -29.122 7.725 0.20
H -10.644 -26.575 9.002 0.19
H -9.003 -27.215 9.161 0.21
H -10.323 -28.106 9.852 0.24
H -10.256 -26.575 6.424 0.35
H -8.730 -27.124 6.666 0.36
O -11.878 -29.795 11.137 -0.98
H -11.944 -29.763 10.172 0.48
H -11.962 -28.874 11.424 0.48
O -11.771 -27.044 12.041 -0.95
H -12.532 -26.846 12.597 0.48
H -11.548 -26.212 11.613 0.48

=====

Version 2
23
Properties=species:S:1:pos:R:3:nbo_charge:R:1 method="wB97M-V/def2-TZVPD" spin_multiplicity=1 smiles=NCCCCO.O.O
N 1.777 -1.043 0.040 -0.85
C 0.740 -1.208 -0.989 -0.23
C 0.348 0.034 -1.862 -0.43
C -0.168 1.226 -1.032 -0.45
C -1.517 0.959 -0.367 -0.08
O -2.492 0.818 -1.367 -0.73
H 1.461 -0.371 0.668 0.36
H 2.585 -0.696 -0.296 0.34
H 1.126 -2.195 -1.451 0.21
H -0.254 -1.577 -0.522 0.16
H -0.478 -0.337 -2.556 0.21
H 1.155 0.348 -2.538 0.20
H -0.033 2.114 -1.756 0.22
H 0.620 1.365 -0.241 0.22
H -1.655 1.938 0.221 0.17
H -1.695 -0.043 0.162 0.19
H -2.871 1.686 -1.413 0.46
O -0.014 -1.893 2.590 -0.95
H -0.415 -1.606 1.804 0.46
H 0.573 -2.697 2.318 0.49
O 1.074 1.193 2.024 -0.98
H 1.947 1.466 2.118 0.49
H 0.537 0.891 2.722 0.50

=====

Version 3
23
Properties=species:S:1:pos:R:3:nbo_charge:R:1 method="wB97M-V/def2-TZVPD" spin_multiplicity=1 smiles="C=C(N)CC.O.O.O"
C -0.056 -1.610 0.044 -0.55
C 0.990 -0.981 -0.486 0.23
N 2.333 -1.325 -0.292 -0.81
C 0.706 0.188 -1.433 -0.44
C -0.315 -0.088 -2.555 -0.60
H -1.028 -1.148 0.037 0.19
H -0.027 -2.508 0.650 0.19
H 2.922 -0.506 -0.344 0.38
H 2.412 -1.908 0.523 0.38
H 1.659 0.427 -1.918 0.20
H 0.475 1.063 -0.830 0.22
H -0.072 -1.006 -3.091 0.21
H -1.302 -0.270 -2.150 0.21
H -0.185 0.694 -3.314 0.21
O 0.124 0.696 2.135 -0.97
H -0.813 0.516 1.940 0.49
H 0.228 0.386 3.032 0.47
O -2.530 -0.203 1.745 -0.94
H -3.079 -0.655 1.108 0.48
H -2.471 -0.864 2.455 0.48
O 0.282 3.340 0.829 -0.94
H 0.413 2.392 0.883 0.48
H -0.663 3.370 1.035 0.46

=====

The calculated energies rank the structures as follows, beginning with the most stable: version 1, version 3, version 2.

=====

Version 1
23
Properties=species:S:1:pos:R:3:nbo_charge:R:1 method="wB97M-V/def2-TZVPD" spin_multiplicity=1 smiles=CN[C@H](C)CO.O.O
C 0.480 -1.954 0.654 -0.42
N 0.409 -0.687 1.364 -0.65
C -0.772 0.192 1.225 -0.07
C -1.547 0.096 -0.050 -0.64
C -0.140 1.593 1.350 -0.05
O -1.150 2.568 1.156 -0.74
H -0.468 -2.495 0.773 0.16
H 1.323 -2.567 0.963 0.21
H 0.513 -1.796 -0.457 0.19
H 0.565 -0.928 2.359 0.36
H -1.451 -0.044 2.067 0.18
H -0.906 -0.020 -0.938 0.22
H -2.175 0.993 -0.159 0.25
H -2.139 -0.839 -0.056 0.21
H 0.382 1.816 2.300 0.17
H 0.628 1.653 0.576 0.16
H -0.759 3.397 0.865 0.47
O 2.899 0.783 -0.678 -0.94
H 2.686 -0.098 -1.026 0.46
H 2.325 0.725 0.106 0.47
O 0.023 -0.744 -3.830 -0.94
H -0.552 -1.500 -4.005 0.47
H -0.173 -0.145 -4.559 0.47

=====

Version 2
23
Properties=species:S:1:pos:R:3:nbo_charge:R:1 method="wB97M-V/def2-TZVPD" spin_multiplicity=1 smiles="C/C=C/CN.O.O.O"
C 1.390 -1.995 0.942 -0.65
C 1.241 -0.526 0.636 -0.14
C 0.116 0.087 0.312 -0.22
C -0.047 1.543 0.033 -0.25
N 0.646 2.012 -1.220 -0.83
H 1.226 -2.146 2.014 0.22
H 0.596 -2.516 0.404 0.22
H 2.336 -2.430 0.624 0.22
H 2.170 0.037 0.567 0.18
H -0.836 -0.438 0.359 0.19
H -1.032 1.982 0.097 0.18
H 0.458 2.115 0.818 0.16
H 0.140 1.584 -1.987 0.36
H 0.532 3.017 -1.196 0.35
O -2.111 -0.820 -2.557 -0.95
H -2.220 -1.690 -2.955 0.48
H -2.991 -0.461 -2.419 0.47
O 2.287 2.715 2.153 -0.92
H 2.685 2.070 1.543 0.47
H 1.571 3.081 1.628 0.46
O -2.660 -2.784 0.143 -0.94
H -2.457 -2.313 -0.671 0.47
H -3.041 -2.123 0.733 0.47

=====

The calculated energies rank the structures as follows, beginning with the most stable: version 1, version 2.